1.
60
Properties=species:S:1:pos:R:3:nbo_charge:R:1 method="wB97M-V/def2-TZVPD" e_tot_ha=-1628.076393 relative_energy_kcal_mol=42.7 smiles="CCOc1ccc(S(=O)(=O)N2CCC(C(=O)N3CCCCCC3)CC2)cc1C" gap_ha=0.3337
C -6.31066 -2.66633 1.14673 -0.64
C -4.99446 -3.10444 0.51212 -0.06
O -4.57099 -2.23223 -0.51758 -0.51
C -4.05058 -1.01494 -0.21341 0.40
C -3.72228 -0.57978 1.06729 -0.33
C -3.17067 0.67786 1.25518 -0.18
C -2.95198 1.49735 0.16971 -0.36
S -2.22046 3.11922 0.40568 2.34
O -2.45167 3.51015 1.76723 -0.95
O -2.68768 3.96408 -0.65389 -0.94
N -0.58167 2.97683 0.22270 -0.68
C 0.18001 2.38472 1.28855 -0.24
C 0.37536 0.87866 1.09571 -0.41
C 1.02505 0.58553 -0.26702 -0.32
C 2.47919 1.06215 -0.29660 0.70
O 2.81230 2.06219 -0.90711 -0.65
N 3.39248 0.34783 0.40940 -0.45
C 3.20313 -0.94216 1.02672 -0.20
C 3.94302 -2.07370 0.29800 -0.42
C 5.45621 -2.04313 0.51439 -0.40
C 6.22681 -1.13846 -0.45303 -0.40
C 5.55548 0.19967 -0.78155 -0.41
C 4.76631 0.82346 0.37293 -0.23
C 0.19944 1.25618 -1.37552 -0.40
C -0.04799 2.74133 -1.09520 -0.24
C -3.28695 1.08209 -1.10694 -0.18
C -3.83184 -0.17008 -1.31991 -0.07
C -4.19826 -0.64866 -2.68884 -0.63
H -6.20994 -1.69261 1.61968 0.21
H -6.61677 -3.39285 1.89422 0.22
H -7.08219 -2.59836 0.38402 0.22
H -5.12719 -4.06624 0.00866 0.20
H -4.21181 -3.22019 1.27179 0.17
H -3.89123 -1.20663 1.92831 0.22
H -2.92751 1.03804 2.24226 0.24
H -0.35667 2.59548 2.21425 0.24
H 1.15680 2.88017 1.32186 0.21
H -0.59638 0.37981 1.13289 0.22
H 0.98945 0.49868 1.91360 0.21
H 1.00867 -0.49380 -0.45537 0.22
H 2.14402 -1.18598 1.06744 0.21
H 3.57082 -0.88721 2.05960 0.19
H 3.55269 -3.01646 0.68775 0.21
H 3.71290 -2.03405 -0.76738 0.20
H 5.85134 -3.05579 0.40801 0.21
H 5.65331 -1.73605 1.54392 0.19
H 6.38876 -1.67398 -1.39089 0.20
H 7.21062 -0.94980 -0.01786 0.20
H 4.86645 0.08192 -1.61944 0.21
H 6.32643 0.90090 -1.10324 0.22
H 4.71795 1.90456 0.22864 0.24
H 5.23878 0.61348 1.33417 0.19
H 0.72802 1.16791 -2.32555 0.23
H -0.75459 0.72971 -1.45654 0.21
H -0.76169 3.16060 -1.80419 0.23
H 0.89981 3.28019 -1.18000 0.24
H -3.13412 1.76474 -1.92839 0.24
H -5.25004 -0.92756 -2.71697 0.23
H -3.62206 -1.53752 -2.94187 0.22
H -4.01130 0.12348 -3.42912 0.22

***

2.
20
Properties=species:S:1:pos:R:3:nbo_charge:R:1 method="wB97M-V/def2-TZVPD" e_tot_ha=-328.270784 relative_energy_kcal_mol=30.2 smiles=CC(C)[C@H](N)CO gap_ha=0.3799
C 0.80698 -1.04009 -1.26695 -0.63
C -0.50061 -0.66802 -0.58812 -0.22
C -1.04274 -1.70267 0.41046 -0.62
C -0.34491 0.69613 0.11795 -0.08
N -0.38678 1.85654 -0.80276 -0.84
C 0.80859 0.80273 1.10203 -0.09
O 0.46177 1.59511 2.26564 -0.73
H 0.81527 -1.96083 -1.83554 0.22
H 1.67560 -0.95775 -0.59547 0.21
H 1.17505 -0.14064 -1.79940 0.20
H -1.28082 -0.47378 -1.33496 0.19
H -2.13202 -1.69493 0.35023 0.21
H -0.66173 -1.50384 1.41270 0.21
H -0.77572 -2.73822 0.18534 0.21
H -1.21666 0.75753 0.77018 0.20
H 0.52895 1.94008 -1.23292 0.35
H -1.05341 1.75892 -1.54628 0.36
H 0.86800 -0.16826 1.59072 0.19
H 1.80004 1.13081 0.79431 0.18
H 0.45516 2.51118 2.00282 0.46

***

3.
20
Properties=species:S:1:pos:R:3:nbo_charge:R:1 method="wB97M-V/def2-TZVPD" e_tot_ha=-439.597057 relative_energy_kcal_mol=78.9 smiles="C=CN.O.O.O.O" gap_ha=0.3294
C -1.39067 -2.06182 0.45566 -0.54
C -0.22127 -1.43447 0.35575 0.00
N 0.54232 -1.40096 -0.92800 -0.93
H -1.53570 -2.88225 -0.19833 0.19
H -2.08557 -1.84099 1.36118 0.22
H 0.02350 -0.82014 1.15763 0.18
H -0.23633 -1.65329 -1.48946 0.43
H 1.45378 -0.83315 -0.74577 0.44
O -2.46866 1.17312 1.45285 -0.95
H -1.75616 1.01001 0.82819 0.47
H -3.30713 0.72316 1.04379 0.48
O -0.74294 4.52251 0.78088 -0.95
H -1.29066 3.71438 0.53919 0.48
H -1.05847 5.29652 0.15637 0.48
O 3.58983 -2.85830 0.03076 -0.93
H 4.04597 -3.10586 0.79952 0.47
H 4.17486 -2.67603 -0.64072 0.47
O 0.67994 2.06932 -1.75454 -0.94
H 0.65336 1.73743 -0.85199 0.47
H 0.93000 1.32081 -2.35299 0.47

***

4.
66
Properties=species:S:1:pos:R:3:nbo_charge:R:1 method="wB97M-V/def2-TZVPD" charge=+2 e_tot_ha=-1297.223590 gap_ha=0.1875
Li 17.33830 1.15984 -14.80817 0.98
Li 17.66586 2.75777 -9.99146 0.90
Li 15.93703 2.19964 -11.83172 0.91
Li 14.28208 1.10761 -9.97076 0.98
O 16.24445 0.56266 -13.10233 -1.13
C 16.98214 -0.22949 -12.21571 -0.11
C 16.73904 -0.19475 -10.63765 -0.12
O 16.43363 1.02853 -9.98578 -1.14
H 18.05449 -0.08042 -12.38905 0.13
H 16.78464 -1.27692 -12.46124 0.19
H 17.56631 -0.66522 -10.10093 0.19
H 15.91040 -0.88676 -10.44255 0.14
C 23.11915 -1.03558 -14.21465 -0.26
O 21.77058 -1.27203 -13.88184 -0.55
C 21.43842 -2.64040 -14.06241 -0.09
C 19.95524 -2.84456 -14.12180 -0.24
N 19.27113 -2.15529 -15.22345 -0.63
C 17.90761 -2.69087 -15.32876 -0.24
C 17.72608 -3.83786 -16.42389 -0.07
O 18.18239 -3.55166 -17.74003 -0.52
C 17.35381 -2.58331 -18.41193 -0.25
H 23.79480 -1.62756 -13.59113 0.18
H 23.37452 -0.00495 -13.96292 0.18
H 23.44325 -1.17134 -15.24840 0.19
H 21.99002 -3.37636 -13.47018 0.19
H 21.80981 -2.98010 -15.03853 0.18
H 19.60087 -2.49691 -13.14434 0.16
H 19.83109 -3.91303 -14.29396 0.22
H 19.35537 -1.15184 -15.24359 0.34
H 17.28735 -1.81552 -15.52675 0.15
H 17.63572 -3.15694 -14.37938 0.18
H 16.68584 -4.16903 -16.36119 0.17
H 18.29318 -4.68972 -16.04856 0.19
H 16.38923 -3.09300 -18.37563 0.18
H 17.68180 -2.42054 -19.43579 0.21
H 17.37451 -1.62309 -17.89264 0.14
C 18.04556 4.22064 -3.90849 -0.26
O 18.36595 3.74166 -5.20698 -0.55
C 17.38604 2.91145 -5.77831 -0.07
C 17.98794 2.47795 -7.08620 -0.27
N 17.83173 3.49083 -8.13413 -0.73
C 19.08701 4.26386 -8.36850 -0.27
C 20.11804 3.38989 -9.11331 -0.09
O 19.51862 2.89745 -10.33197 -0.63
C 20.43590 2.36377 -11.27438 -0.27
H 17.06563 4.70128 -3.89597 0.17
H 18.81364 4.96238 -3.69191 0.21
H 18.10317 3.46653 -3.12193 0.19
H 16.43511 3.42486 -5.95247 0.16
H 17.19804 1.98933 -5.22165 0.20
H 17.29245 1.65916 -7.28995 0.22
H 19.00160 2.09098 -7.01769 0.22
H 17.30917 4.23629 -7.68476 0.39
H 19.62094 4.37467 -7.42123 0.23
H 18.98541 5.21052 -8.89526 0.22
H 20.46948 2.55937 -8.50003 0.19
H 20.99053 4.03226 -9.24760 0.21
H 21.42464 1.99317 -11.00230 0.23
H 20.70027 3.06492 -12.07102 0.19
H 19.88213 1.56182 -11.76605 0.18
O 13.93960 -0.03992 -14.45756 -0.95
H 14.82893 0.13606 -14.11299 0.48
H 13.41808 0.72792 -14.21223 0.45
O 16.26768 -0.44582 -7.17650 -0.94
H 16.95403 -1.11773 -7.12806 0.48
H 16.30540 -0.11743 -8.07946 0.46

***

5.
7
Properties=species:S:1:pos:R:3:nbo_charge:R:1 method="wB97M-V/def2-TZVPD" e_tot_ha=-1134.845231 relative_energy_kcal_mol=30.9 gap_ha=0.3365
F 1.66881 -0.77953 -0.12929 -0.27
C 0.47600 -0.48086 -0.47261 0.31
C -0.10650 -0.29734 -1.63812 -0.38
Cl 0.67147 -0.61312 -3.21176 0.01
S -1.79873 0.19618 -1.63254 0.64
F -1.52293 1.96165 -1.39091 -0.49
H -0.17288 -0.41959 0.35957 0.18

***

6.
16
Properties=species:S:1:pos:R:3:nbo_charge:R:1 method="wB97M-V/def2-TZVPD" e_tot_ha=-954.742186 relative_energy_kcal_mol=26.0 smiles="C=CC.CSS" gap_ha=0.3558
C 0.75798 1.82666 0.22156 -0.42
C -0.48273 1.39448 0.13490 -0.16
C -1.35690 0.81393 1.21888 -0.65
H 1.35980 2.15050 -0.61323 0.20
H 1.28236 1.85456 1.16781 0.19
H -0.98507 1.33724 -0.82198 0.18
H -0.99265 1.02375 2.22081 0.21
H -2.33709 1.26008 1.15457 0.22
H -1.44237 -0.26083 1.05445 0.23
C 1.35150 -1.69505 -0.22590 -0.78
S 0.92071 -1.93450 -1.93211 0.11
S -1.13084 -2.03128 -1.86234 -0.14
H 1.08132 -0.72797 0.17782 0.23
H 2.42751 -1.76685 -0.16696 0.23
H 0.97866 -2.48899 0.43663 0.22
H -1.43220 -0.75576 -2.16491 0.12

***

no.,LUMO (eV)
1,0.48
2,0.97
3,0.43
4,-7.67
5,-0.97
6,0.61